--- i ---
Below is C5H11N4 as an isolated structure, with properties calculated with ωB97M-V/def2-TZVPD.

Structure (XYZ):
```
20
Properties=species:S:1:pos:R:3:mulliken_charge:R:1
C -0.74487 -2.50177 0.59633 -0.326
C -0.45184 -1.22827 0.91557 -0.394
C -1.54223 -1.32986 -0.97869 -0.108
C 1.10892 1.11067 -0.97918 -0.696
C -0.69938 0.95703 -0.29023 -0.198
N -1.32621 -2.55679 -0.66771 -0.533
N -0.93213 -0.41459 -0.12281 0.195
N -0.75123 1.73226 0.88149 -0.334
N 1.96573 0.46622 -0.01935 -0.149
H -0.40128 -3.24596 1.29882 0.371
H -0.26542 -0.92156 1.94146 0.322
H -2.14491 -1.26486 -1.83969 0.421
H 1.03045 0.51159 -1.92725 0.340
H 1.50014 2.08931 -1.24247 0.418
H -1.32130 1.58038 -0.99888 0.418
H -0.21618 1.32566 1.60066 0.140
H -1.18808 2.60929 0.98298 0.186
H 1.39344 -0.22096 0.44453 0.143
H 2.04982 1.17732 0.73393 0.384
H 2.93657 0.12489 -0.32952 0.400
```

The net charge is +1. The value obtained for the HOMO-LUMO gap is 0.3449 Eh.

***

--- ii ---
Below is a 2-piece molecular cluster, C5H11N4 overall, with properties calculated with ωB97M-V/def2-TZVPD.

Structure (XYZ):
```
20
Properties=species:S:1:pos:R:3:mulliken_charge:R:1
C 0.95628 -1.84526 2.71570 -0.535
C 1.82480 -0.73508 2.76741 -0.408
C 0.17547 -1.62602 1.55805 -0.093
C -0.29022 0.03670 -2.48222 -0.846
C 0.53811 0.02661 -0.24658 0.196
N 1.61664 0.12031 1.78122 -0.911
N 0.63564 -0.44435 1.06836 0.585
N -0.80904 1.65188 0.27190 -0.668
N -0.06440 -0.64046 -1.18777 -0.120
H 0.84005 -2.69680 3.44782 0.340
H 2.50112 -0.53141 3.43758 0.609
H -0.65588 -2.27609 1.22253 0.325
H -0.18859 -0.66540 -3.39388 0.298
H -1.22443 0.63135 -2.38090 0.332
H 0.37964 0.84142 -2.58053 0.326
H 1.30458 0.76267 -0.33966 0.521
H -0.48650 1.61098 1.22384 0.299
H -0.44188 2.60479 0.06768 0.285
H -1.76190 1.53493 0.22494 0.225
H -0.62429 -1.47770 -1.08392 0.242
```

The net charge is +1. The value obtained for the HOMO-LUMO gap is 0.3635 Eh.

***

Least stable: i